Record 1
This record from the Open Molecules 2025 dataset describes one molecule with the formula C19H16N4S. The level of theory is wB97M-V/def2-TZVPD.

The charge is 0. The gap between HOMO and LUMO is 8.280 eV. Its total energy is -1350.856474 hartree. The calculation puts the lowest unoccupied orbital energy at 0.2 eV. For the molar mass, the calculation gives 332.43 g/mol. Its HOMO energy is -8.08 eV.

Geometry as XYZ:
```
40
C19H16N4S | the Open Molecules 2025 dataset | wB97M-V/def2-TZVPD
S -4.70 1.35 -0.68
N 2.88 3.84 -0.03
N -1.49 -0.35 -0.94
N 0.57 0.45 -0.40
N 2.46 -0.91 -0.09
C -0.24 -0.60 -0.48
C 4.85 2.51 0.07
C -4.24 1.72 1.81
C -3.06 1.32 -0.14
C 4.10 1.35 -0.01
C 0.09 -4.23 0.51
C -2.42 -1.34 -1.40
C -1.94 1.03 -1.08
C 4.19 3.73 0.06
C -5.26 1.65 0.92
C 1.66 -1.99 0.00
C 1.48 -4.34 0.49
C -0.52 -3.03 0.22
C 2.26 -3.24 0.25
C 1.87 0.26 -0.19
C 2.16 2.74 -0.11
C 0.24 -1.90 -0.10
C -2.98 1.52 1.20
C 2.71 1.45 -0.10
H -1.08 1.67 -0.86
H -3.14 -1.63 -0.63
H 4.55 0.37 0.00
H -4.38 1.90 2.86
H -1.59 -2.96 0.30
H -6.31 1.77 1.09
H 5.93 2.46 0.15
H 4.74 4.66 0.11
H 1.94 -5.30 0.69
H -1.89 -2.23 -1.75
H -0.52 -5.09 0.76
H -2.98 -0.92 -2.24
H 3.33 -3.29 0.29
H -2.05 1.54 1.74
H -2.26 1.20 -2.12
H 1.09 2.87 -0.18
```

=====

Record 2
This record from the Open Molecules 2025 dataset describes a 8-piece molecular cluster, C16H47O8 overall. The level of theory is wB97M-V/def2-TZVPD.

The charge is -1. The gap between HOMO and LUMO is 6.219 eV. Its total energy is -1239.604399 hartree. The calculation puts the lowest unoccupied orbital energy at 2.6 eV. For the molar mass, the calculation gives 367.54 g/mol. Its HOMO energy is -3.67 eV.

Geometry as XYZ:
```
71
C16H47O8 | the Open Molecules 2025 dataset | wB97M-V/def2-TZVPD
O -3.80 -0.02 0.27
O -1.99 6.12 2.26
O -2.08 -2.34 2.47
O -0.64 0.42 -4.45
O 0.04 -1.31 -1.30
O 3.79 -0.39 0.70
O 0.61 -3.65 0.18
O 0.69 -1.91 -3.90
C -1.51 5.36 1.14
C -1.35 -2.49 4.76
C 4.11 0.88 1.22
C 5.56 1.25 0.89
C -0.90 4.08 1.71
C 1.05 -3.30 -3.94
C 1.91 -3.89 0.73
C -4.53 1.07 -0.31
C -1.43 2.71 -4.65
C 2.37 -3.51 -3.25
C -1.84 -1.56 3.65
C -0.07 -0.22 0.87
C 1.97 -3.64 2.20
C -0.61 1.71 -3.85
C 0.45 -0.22 -0.59
C -3.71 2.35 -0.30
H 2.93 -3.89 2.65
H -2.80 -1.08 3.86
H 0.54 -0.96 1.40
H 2.28 -4.88 0.43
H -0.67 3.37 0.91
H 5.62 1.55 -0.16
H 0.41 2.06 -3.68
H -1.12 -0.50 0.98
H -2.06 -3.29 4.94
H -4.35 3.23 -0.39
H 1.29 -4.28 2.77
H -0.04 4.26 2.36
H -1.32 6.03 2.95
H -2.36 5.00 0.56
H -5.46 1.14 0.26
H 4.00 0.92 2.30
H 2.51 -3.21 0.11
H -1.31 -1.84 5.65
H 1.65 -2.61 2.38
H 0.07 0.74 1.39
H -1.09 -0.83 3.35
H -2.48 -3.19 2.67
H -4.79 0.85 -1.34
H 0.95 -3.67 -4.97
H 1.53 -0.04 -0.47
H 2.47 -3.09 -2.25
H -1.62 3.50 2.28
H 0.48 -1.82 -2.93
H 3.20 -0.28 -0.05
H -1.05 1.59 -2.85
H 3.15 -3.10 -3.89
H 3.47 1.61 0.71
H 2.57 -4.58 -3.12
H -1.57 0.20 -4.45
H -3.11 2.38 0.62
H -0.35 -2.88 4.59
H -1.45 2.53 -5.73
H -2.99 2.45 -1.10
H 0.22 -3.79 -3.40
H -1.15 3.74 -4.44
H -2.47 2.57 -4.35
H 0.62 -2.74 -0.18
H 6.26 0.42 0.99
H -0.80 5.93 0.53
H 5.89 2.12 1.46
H -0.12 0.64 -1.00
H -3.67 0.24 1.19
```

=====

Record 3
This record from the Open Molecules 2025 dataset describes C23H22AuGeN2O3 as an isolated structure. The level of theory is wB97M-V/def2-TZVPD.

The charge is -1. The gap between HOMO and LUMO is 6.445 eV. Its total energy is -3437.533771 hartree. The calculation puts the lowest unoccupied orbital energy at 2.8 eV. For the molar mass, the calculation gives 644.02 g/mol. Its HOMO energy is -3.66 eV.

Geometry as XYZ:
```
52
C23H22AuGeN2O3 | the Open Molecules 2025 dataset | wB97M-V/def2-TZVPD
Au -1.88 1.61 0.64
Ge 0.61 -0.57 0.00
O -2.66 -0.19 -3.55
O -1.45 -0.06 -1.73
O -5.91 1.99 -0.36
N -3.18 3.21 1.48
N -3.68 1.74 -0.95
C 3.43 2.95 -1.50
C 1.39 0.15 2.73
C -4.70 2.30 -0.34
C 1.31 -1.30 4.65
C -3.90 0.48 -1.61
C 2.01 -4.47 -2.36
C 1.24 1.98 -1.28
C 1.18 -2.20 -0.95
C 1.58 -0.06 4.09
C 0.57 -2.55 -2.16
C -4.28 3.52 0.51
C 2.06 3.01 -1.72
C 0.86 -2.34 3.84
C 0.68 -2.12 2.48
C -2.64 0.05 -2.36
C 3.98 1.86 -0.83
C -1.27 -0.13 -0.28
C 2.21 -3.00 -0.47
C 0.94 -0.88 1.90
C 3.15 0.83 -0.40
C 2.62 -4.13 -1.17
C 0.99 -3.68 -2.86
C 1.77 0.88 -0.60
H 1.58 1.13 2.30
H -3.92 4.31 -0.15
H 5.04 1.81 -0.65
H 0.50 -3.93 -3.79
H 3.42 -4.75 -0.77
H 1.92 0.76 4.72
H -5.17 3.88 1.04
H 1.64 3.85 -2.25
H 2.33 -5.35 -2.91
H -4.70 0.50 -2.35
H -2.78 4.07 1.85
H 0.17 2.04 -1.45
H -4.16 -0.31 -0.88
H -0.22 -1.93 -2.56
H -1.90 -0.92 0.14
H 1.46 -1.46 5.71
H 2.69 -2.76 0.47
H 0.33 -2.94 1.86
H 3.58 -0.02 0.12
H 4.08 3.75 -1.84
H -3.56 2.71 2.28
H 0.65 -3.31 4.27
```

=====

Record 4
This record from the Open Molecules 2025 dataset describes C44H46FGeN3O3Pb as an isolated structure. The level of theory is wB97M-V/def2-TZVPD.

The charge is +2. The gap between HOMO and LUMO is 8.183 eV. Its total energy is -4463.548611 hartree. The calculation puts the lowest unoccupied orbital energy at -5.3 eV. For the molar mass, the calculation gives 963.68 g/mol. Its HOMO energy is -13.47 eV.

Geometry as XYZ:
```
99
C44H46FGeN3O3Pb | the Open Molecules 2025 dataset | wB97M-V/def2-TZVPD
Pb -0.25 -0.51 -1.30
Ge -3.87 -0.68 0.08
F 3.73 5.12 -1.38
O -2.27 0.53 -0.32
O -3.20 1.64 1.31
O 0.13 1.77 -1.18
N 1.73 -0.36 0.10
N -1.47 5.19 0.41
N 0.17 -2.49 0.11
C -3.51 -1.88 -1.46
C -2.41 1.63 0.40
C 6.62 -1.76 0.21
C 1.11 -5.12 0.32
C 1.68 4.03 -1.11
C 2.36 -1.54 0.18
C 1.94 6.33 -0.43
C 3.76 0.76 0.60
C 1.50 -2.73 0.17
C -6.12 1.12 -0.69
C -3.65 -3.25 -1.26
C 2.47 -6.69 -1.02
C -3.47 -4.14 -2.31
C -2.10 6.47 0.78
C 2.45 5.16 -0.99
C 1.98 -4.03 0.26
C 1.64 -6.53 0.27
C -3.37 6.29 1.60
C -7.35 0.84 1.80
C 4.49 -0.42 0.45
C -5.55 0.32 0.29
C 3.75 -1.59 0.31
C -3.01 -2.30 -3.78
C -1.07 7.32 1.53
C -6.17 0.18 1.53
C 6.00 -0.37 0.34
C 6.62 0.34 1.55
C -1.61 2.82 0.06
C -7.30 1.79 -0.41
C 0.53 -7.58 0.25
C 6.31 0.45 -0.93
C -3.15 -3.67 -3.57
C -7.91 1.66 0.83
C -2.11 4.04 0.51
C 0.63 6.37 0.00
C 0.37 4.04 -0.63
C -0.17 5.22 -0.08
C 0.09 7.63 0.60
C -0.24 -4.82 0.42
C -0.66 -3.50 0.30
C -3.19 -1.41 -2.73
C 2.40 0.75 0.39
C 2.54 -6.79 1.49
C -0.38 2.79 -0.64
H -0.25 8.30 -0.20
H -3.04 -4.35 -4.40
H 6.40 -2.37 1.09
H -5.65 1.22 -1.66
H 7.70 0.32 1.46
H 7.70 -1.66 0.14
H -1.71 -3.25 0.32
H 4.25 -2.54 0.29
H -4.16 5.81 1.02
H 7.39 0.47 -1.09
H -2.35 6.98 -0.16
H 6.28 -2.27 -0.69
H -7.74 2.43 -1.16
H -7.82 0.72 2.76
H -0.07 -7.53 1.16
H 6.31 1.38 1.61
H 6.34 -0.16 2.48
H -1.55 8.25 1.85
H -3.59 -5.20 -2.15
H 5.97 1.47 -0.83
H 0.89 8.15 1.13
H 2.58 7.18 -0.33
H 3.05 -4.20 0.26
H 2.81 -7.72 -1.10
H -0.73 6.79 2.42
H -3.09 4.04 0.95
H 1.82 1.66 0.42
H -0.98 -5.59 0.55
H 1.87 -6.47 -1.90
H -8.83 2.18 1.04
H -3.94 -3.62 -0.29
H 2.92 -7.81 1.45
H 2.08 3.13 -1.56
H -2.78 -1.93 -4.77
H 1.96 -6.68 2.41
H -3.74 7.27 1.88
H -3.41 -1.31 1.40
H -5.70 -0.44 2.28
H 0.97 -8.57 0.20
H 4.24 1.69 0.84
H 3.35 -6.05 -1.03
H -3.18 5.73 2.51
H -3.14 -0.35 -2.92
H 5.84 0.01 -1.80
H -0.11 -7.45 -0.62
H 3.38 -6.12 1.52
```

=====

- Which formula does entry 1 have?
  C19H16N4S

=====

- What is the formula in the second record?
  C16H47O8

=====

- What is the formula in the second record?
  C16H47O8

=====

- Which value of gap between HOMO and LUMO does entry 2 give?
  6.219 eV